1.
Molecular formula: C41H66MnP2Si2
Method: DFT, the ωB97M-V functional and the def2-TZVPD basis

Calculated values
LUMO level (spin up / spin down)	-3.16 / -2.60	eV
orbital gap (spin up / spin down)	7.60 / 8.33	eV
expectation value of S²	6.229

Structure (ORCA input):
```
! wB97M-V def2-TZVPD RIJCOSX def2/J DEFGRID3
* xyz 1 5
Mn 0.53105 -0.27187 0.78528
C 4.12545 0.60033 -0.25592
Si 2.46155 -0.32987 -0.54062
C 2.74635 -2.22307 -0.76972
C 4.00905 -2.73727 -1.02522
C 4.21195 -4.09827 -1.17572
C 3.15025 -4.97627 -1.03492
C 1.88445 -4.48427 -0.77702
C 1.67345 -3.11487 -0.65942
P -0.01385 -2.42887 -0.45542
C -0.72615 -3.23297 -2.01312
C -0.14625 -2.62397 -3.29012
C -0.84095 -1.32807 -3.68292
C -2.34135 -1.53127 -3.82972
C -2.90475 -2.02577 -2.50512
C -2.24885 -3.34217 -2.11282
C -0.80265 -3.54167 0.83258
C 0.17485 -3.85837 1.97558
C -0.54185 -3.90397 3.32198
C -1.18045 -2.55877 3.68928
C -1.67525 -1.81587 2.44608
C -2.04945 -2.80647 1.35198
C 1.84815 0.36863 -2.22792
C 2.48175 0.00503 -3.40572
C 2.09315 0.54803 -4.61662
C 1.06165 1.47073 -4.65112
C 0.39765 1.82643 -3.48852
C 0.78255 1.27723 -2.26822
P 0.04285 1.64413 -0.63052
C 0.72735 3.36793 -0.38522
C 0.59295 3.78393 1.08778
C 0.82925 5.28693 1.21568
C -0.30025 6.06903 0.53058
C -0.85075 5.31413 -0.68452
C 0.25105 4.48223 -1.32832
C -1.82315 1.55293 -0.80612
C -2.57965 2.34743 -1.87652
C -4.04785 2.54673 -1.46992
C -4.57565 1.33053 -0.71482
C -3.86005 1.17693 0.63498
C -2.44155 1.75613 0.58218
H 4.71385 0.59373 -1.16712
H 4.71665 0.15373 0.53438
H 3.94205 1.63573 0.01238
H 4.84365 -2.06067 -1.10512
H 5.19795 -4.47957 -1.38932
H 3.29905 -6.04097 -1.13152
H 1.06105 -5.17667 -0.66012
H -0.33695 -4.25647 -1.92492
H -0.27145 -3.34797 -4.09822
H 0.92565 -2.44517 -3.16602
H -0.41455 -0.95847 -4.61492
H -0.65645 -0.57797 -2.91082
H -2.54035 -2.26177 -4.61592
H -2.82075 -0.59587 -4.12192
H -3.98615 -2.15397 -2.57362
H -2.69505 -1.28467 -1.72742
H -2.47455 -4.08447 -2.88402
H -2.67935 -3.71477 -1.18052
H -1.11345 -4.47017 0.33858
H 0.97225 -3.10687 2.00578
H 0.65835 -4.82057 1.80008
H 0.16075 -4.19487 4.10158
H -1.30375 -4.68287 3.27308
H -0.47625 -1.92547 4.23068
H -2.02985 -2.73447 4.35138
H -0.87475 -1.11887 2.07258
H -2.53695 -1.19627 2.70098
H -2.54505 -2.28867 0.52498
H -2.76705 -3.52487 1.75268
H 3.28045 -0.72127 -3.36632
H 2.58675 0.24893 -5.52822
H 0.76175 1.91233 -5.58922
H -0.43095 2.51283 -3.56102
H 1.79455 3.19073 -0.59122
H 1.31645 3.22023 1.68608
H -0.40375 3.55273 1.47078
H 1.78915 5.53173 0.75588
H 0.88945 5.57273 2.26698
H 0.07915 7.04283 0.22008
H -1.11285 6.24403 1.23728
H -1.25865 6.02143 -1.40882
H -1.66605 4.65943 -0.37352
H 1.09615 5.13853 -1.54502
H -0.07285 4.07313 -2.28292
H -1.93675 0.48063 -1.04372
H -2.54145 1.78743 -2.81232
H -2.12815 3.32203 -2.04852
H -4.64325 2.71473 -2.36852
H -4.15315 3.43233 -0.84072
H -4.42295 0.44253 -1.33292
H -5.64965 1.42983 -0.55202
H -3.83425 0.11873 0.90268
H -4.42425 1.69283 1.41338
H -1.81125 1.27593 1.35378
H -2.47745 2.82103 0.81688
C 2.16165 -0.91747 5.33898
Si 1.82885 0.49663 4.08998
C 3.26305 1.73433 4.25938
C 0.22065 1.44403 4.51558
C 1.93475 -0.39127 2.37928
H 2.32595 -0.53287 6.33968
H 3.05885 -1.46357 5.05778
H 1.34455 -1.63057 5.39148
H 3.32435 2.07523 5.28748
H 3.14555 2.61123 3.63258
H 4.21405 1.27263 4.01638
H 0.16735 1.59803 5.58968
H -0.69315 0.93493 4.21878
H 0.21605 2.43073 4.06138
H 1.76475 -1.46297 2.58238
H 3.00225 -0.31827 2.16018
*
```

Atom charges from the Mulliken analysis, given in e for atoms 1 to 6: -0.125 -1.579 1.565 0.520 -0.869 -0.891

---

2.
Molecular formula: C41H66MoN7O3P
Method: DFT, the ωB97M-V functional and the def2-TZVPD basis

Calculated values
LUMO level (spin up / spin down)	-7.19 / -7.19	eV
orbital gap (spin up / spin down)	6.79 / 6.79	eV

Structure (ORCA input):
```
! wB97M-V def2-TZVPD RIJCOSX def2/J DEFGRID3
* xyz 2 1
Mo 0.01695 0.20939 -0.04184
C 2.21535 -3.05529 0.78797
C 1.69688 -2.98125 -0.65420
C 2.64740 -3.69908 -1.61794
C 0.27891 -3.51856 -0.73264
C 0.07268 -4.88813 -0.60528
C -1.19856 -5.43047 -0.64360
C -2.30502 -4.60845 -0.78904
C -2.16088 -3.23343 -0.89792
C -3.36226 -2.32838 -1.11266
C -3.55346 -2.04896 -2.60850
C -4.65028 -2.90473 -0.52942
C -0.86005 -2.71844 -0.87712
N -0.69441 -1.28518 -1.06414
C -0.18517 -0.83744 -2.24359
C -0.16310 0.54741 -2.45149
N -0.65399 1.32895 -1.45020
C -0.83391 2.75480 -1.64150
C -2.14576 3.22860 -1.76783
C -2.31752 4.60040 -1.86745
C -1.22622 5.45743 -1.84163
C 0.05710 4.95425 -1.72743
C 0.29075 3.58467 -1.63443
C 1.71932 3.07914 -1.54438
C 2.53743 3.51152 -2.76697
C 2.39756 3.52019 -0.24134
C -3.31679 2.26515 -1.86957
C -3.42460 1.73695 -3.30940
C -4.64721 2.89248 -1.45696
H 3.24760 -2.70272 0.84665
H 2.19944 -4.08661 1.14476
H 1.59931 -2.46109 1.46798
H 1.70482 -1.93061 -0.95263
H 2.84613 -4.72082 -1.29378
H 3.60172 -3.17342 -1.66020
H 2.23619 -3.74304 -2.62776
H 0.92733 -5.54031 -0.47742
H -1.32982 -6.50140 -0.56043
H -3.29101 -5.05057 -0.82312
H -3.14728 -1.37693 -0.61453
H -3.73004 -2.98286 -3.14412
H -2.68017 -1.56570 -3.05029
H -4.41498 -1.39803 -2.76742
H -4.99852 -3.75435 -1.11860
H -5.44220 -2.15511 -0.55619
H -4.51814 -3.23927 0.49980
H 0.15369 -1.55006 -2.98517
H 0.22139 1.00562 -3.35393
H -3.31179 5.01183 -1.97965
H -1.37891 6.52643 -1.91991
H 0.89988 5.63490 -1.71520
H 1.71900 1.98700 -1.55352
H 2.57646 4.59818 -2.85396
H 2.11596 3.11743 -3.69383
H 3.56095 3.14524 -2.67713
H 2.36870 4.60512 -0.13413
H 3.44653 3.21807 -0.24064
H 1.91391 3.08222 0.63518
H -3.11451 1.41990 -1.20434
H -3.43958 2.57044 -4.01377
H -4.34986 1.17321 -3.43837
H -2.59659 1.08031 -3.57961
H -4.98912 3.61058 -2.20384
H -4.58188 3.40224 -0.49294
H -5.41366 2.11948 -1.38447
O 3.35806 0.06455 -1.19680
N 3.19682 0.13134 -0.01703
O 3.95007 0.14753 0.88788
O 1.82200 0.20003 0.39121
N -0.76606 0.55411 1.47070
P -1.40694 1.06544 2.92482
N -0.69873 0.15977 4.06454
C -1.12365 0.15001 5.48668
C -0.96446 -1.25185 6.05536
C 0.52051 -1.66618 6.06070
C 1.32243 -0.88904 5.00722
C 0.50028 -0.67064 3.74789
N -3.02420 0.80790 2.98320
C -3.76271 1.32418 1.80460
C -5.22977 1.55732 2.13624
C -5.83892 0.35486 2.88898
C -4.88177 -0.83517 2.88895
C -3.58059 -0.45068 3.57129
N -1.04445 2.64516 3.01169
C -1.07195 3.33148 4.32184
C -2.18647 4.36610 4.39819
C -2.07566 5.36094 3.24503
C -2.08472 4.61711 1.91227
C -0.96220 3.58758 1.87675
H -2.15580 0.48888 5.55274
H -0.50715 0.84340 6.06378
H -1.56082 -1.94956 5.46270
H -1.36993 -1.26709 7.06668
H 0.60308 -2.73607 5.86714
H 0.95438 -1.48750 7.04418
H 2.22898 -1.43214 4.74112
H 1.63922 0.08102 5.39659
H 0.17846 -1.63822 3.34833
H 1.10301 -0.17271 2.99214
H -3.66209 0.62065 0.97270
H -3.29846 2.25784 1.48285
H -5.75621 1.73753 1.19819
H -5.32422 2.46587 2.73303
H -6.79428 0.07246 2.44965
H -6.03754 0.63118 3.92660
H -4.68971 -1.17862 1.87276
H -5.31564 -1.67387 3.43369
H -2.84910 -1.25680 3.50789
H -3.79258 -0.26690 4.62538
H -0.10184 3.81929 4.45499
H -1.18006 2.59950 5.11679
H -2.11082 4.88279 5.35587
H -3.15827 3.86220 4.36980
H -1.13776 5.91866 3.34260
H -2.88776 6.08634 3.28269
H -1.96127 5.30680 1.07728
H -3.05077 4.11634 1.79128
H -0.00154 4.10681 1.95517
H -0.96154 3.03670 0.94099
*
```

Atom charges from the Mulliken analysis, given in e for atoms 1 to 6: 0.996 -1.415 2.076 -1.838 0.430 -0.624

---

3.
Molecular formula: C41H67BrIrNO2PS2Si4Te
Method: DFT, the ωB97M-V functional and the def2-TZVPD basis

Calculated values
LUMO level (spin up / spin down)	4.09 / 4.04	eV
orbital gap (spin up / spin down)	5.30 / 5.13	eV
expectation value of S²	0.814

Structure (ORCA input):
```
! wB97M-V def2-TZVPD RIJCOSX def2/J DEFGRID3
* xyz -2 2
Ir 0.72108 -0.58733 0.92968
C 6.86766 -1.68885 2.07074
C 6.32540 -0.37383 2.59503
O 4.95235 -0.51471 2.93261
P 3.88809 0.32110 1.95808
S 2.11033 -0.38713 2.81535
S 2.40514 0.44944 -2.77089
O 4.09393 1.78965 2.71956
C 3.01972 2.72473 2.82784
C 2.70983 2.96136 4.29123
H 7.94771 -1.62761 1.90592
H 6.38387 -1.94377 1.12616
H 6.66409 -2.48829 2.78541
H 6.46106 0.41621 1.84730
H 6.85908 -0.06134 3.49633
H 2.13308 2.34461 2.31150
H 3.32253 3.64253 2.32607
H 2.40062 2.02406 4.75441
H 1.90091 3.68930 4.39762
H 3.59294 3.34043 4.81202
Br -0.73325 2.24564 1.86398
C -2.20763 1.08793 2.19503
C -3.39444 1.73926 2.38485
C -4.56191 1.01636 2.69845
C -4.48596 -0.33582 2.84831
C -3.25839 -1.02521 2.68763
C -3.21814 -2.41743 2.93876
C -2.02418 -3.07238 2.89379
C -0.85770 -2.38874 2.50035
C -0.84718 -1.06574 2.10959
C -2.06615 -0.32805 2.30301
H -3.42429 2.81724 2.30035
H -5.49924 1.54195 2.83492
H -5.36508 -0.91532 3.10892
H -4.13931 -2.92947 3.19322
H -1.96835 -4.13162 3.12153
H 0.06914 -2.94650 2.45576
C -0.89397 4.29205 -3.42983
Si 0.94449 4.70639 -3.38810
C 1.08880 6.46045 -4.09644
C 1.79400 3.58859 -4.63077
Si 1.81046 4.40329 -1.24123
Te 1.28857 1.34134 -0.93302
Si 4.12903 4.65758 -1.37971
C 4.99062 4.58593 0.29562
C 4.88378 3.31290 -2.44724
C 4.68743 6.30253 -2.14311
Si 0.87400 6.04856 0.11850
C 1.34536 5.90232 1.93608
C 1.27164 7.83594 -0.35933
C -1.00785 5.91069 0.07716
H -1.25820 4.29224 -4.46292
H -1.48626 5.01172 -2.85778
H -1.06769 3.29916 -3.00297
H 0.73774 6.48018 -5.13426
H 2.12620 6.80690 -4.07917
H 0.49185 7.17561 -3.52128
H 1.17382 3.48760 -5.52916
H 1.97158 2.58950 -4.21894
H 2.76162 4.00586 -4.93197
H 4.94262 3.58109 0.72800
H 4.54788 5.28283 1.01442
H 6.04517 4.85493 0.17280
H 4.41993 2.33797 -2.26508
H 5.95768 3.23008 -2.24226
H 4.75686 3.53800 -3.51078
H 4.36917 7.15529 -1.53415
H 4.25929 6.43044 -3.14216
H 5.77915 6.33487 -2.23432
H 2.42227 5.78353 2.07990
H 0.85296 5.03488 2.38475
H 1.02636 6.79613 2.48272
H 2.33958 8.04342 -0.23933
H 0.71314 8.53728 0.26998
H 1.01680 8.02918 -1.40506
H -1.32093 4.87780 0.25502
H -1.40603 6.21744 -0.89464
H -1.46153 6.54502 0.84719
C -4.10650 0.05737 -0.96413
C -3.25498 -1.18071 -1.08687
C -3.81040 -2.40411 -1.46777
C -2.99878 -3.52670 -1.55370
C -3.57445 -4.85957 -1.96977
C -1.64414 -3.44003 -1.24493
C -1.04363 -2.22362 -0.84280
C -1.90268 -1.10215 -0.81231
N 0.27166 -2.03766 -0.46184
C 1.31962 -3.00189 -0.81412
C 1.25773 -4.32029 -0.01075
C 2.38978 -5.26692 -0.43985
C 2.29040 -5.55112 -1.94387
C 2.42396 -4.23972 -2.72777
C 3.77632 -3.59087 -2.41809
C 3.84722 -3.30598 -0.91638
C 3.74396 -4.61912 -0.13781
C 2.69598 -2.37899 -0.50887
C 1.29391 -3.28415 -2.32882
H -5.08290 -0.08462 -1.43305
H -3.61844 0.91535 -1.43154
H -4.26865 0.30738 0.08766
H -4.86851 -2.47460 -1.70324
H -4.64267 -4.77827 -2.17867
H -3.44134 -5.60900 -1.18495
H -3.08221 -5.23877 -2.86919
H -1.06837 -4.35242 -1.29858
H -1.47075 -0.13729 -0.56980
H 0.30078 -4.82715 -0.13347
H 1.35666 -4.07857 1.05234
H 2.29843 -6.20504 0.11861
H 1.33266 -6.03188 -2.17429
H 3.08694 -6.24516 -2.23970
H 2.35165 -4.44393 -3.80150
H 3.87590 -2.65525 -2.97663
H 4.59672 -4.25652 -2.71812
H 4.79344 -2.80896 -0.67845
H 3.83038 -4.42117 0.93616
H 4.56027 -5.29736 -0.41880
H 2.78625 -1.42947 -1.04489
H 2.77341 -2.18065 0.56338
H 0.33874 -3.71611 -2.63504
H 1.39766 -2.32419 -2.84279
*
```

Atom charges from the Mulliken analysis, given in e for atoms 1 to 6: 1.687 -0.832 -0.327 -0.287 0.382 -0.634

---

4.
Molecular formula: C41H67N2O4SeSi2TeW
Method: DFT, the ωB97M-V functional and the def2-TZVPD basis

Calculated values
LUMO level (spin up / spin down)	-3.03 / -3.57	eV
orbital gap (spin up / spin down)	7.16 / 6.89	eV
expectation value of S²	2.013

Structure (ORCA input):
```
! wB97M-V def2-TZVPD RIJCOSX def2/J DEFGRID3
* xyz 1 3
W -0.40884 -0.79271 0.33794
C -2.07864 6.64239 0.36794
C -2.56494 5.90809 -0.88916
C -3.98774 6.38709 -1.18896
C -1.67004 6.26659 -2.08426
C -2.46904 4.40469 -0.67116
C -1.28754 3.85479 -0.19366
C -1.15984 2.48139 -0.10526
Se 0.22386 1.60189 0.93624
C 1.82946 1.69939 -0.15066
C 2.53916 2.86549 -0.35656
C 3.83896 2.80369 -0.84106
C 4.40676 1.53909 -0.95406
C 3.73066 0.34689 -0.71626
C 2.35456 0.42579 -0.42456
O 1.50066 -0.62191 -0.30776
C 4.50056 -0.96041 -0.56806
C 3.85896 -2.08701 -1.37936
C 4.46186 -1.30321 0.93124
C 5.97196 -0.83971 -0.98156
C 4.60056 4.09599 -1.09376
C 6.07086 3.86689 -1.45436
C 4.57506 4.94669 0.18724
C 3.92146 4.84089 -2.25146
C -2.18524 1.59289 -0.46076
O -1.90314 0.28919 -0.47186
C -3.45094 2.15459 -0.73916
C -3.53424 3.53119 -0.88136
C -4.69164 1.27519 -0.67596
C -6.00384 2.03729 -0.87786
C -4.71564 0.69299 0.74614
C -4.61954 0.14189 -1.70236
H -2.21964 7.71439 0.25714
H -1.02384 6.46449 0.54814
H -2.63844 6.30759 1.23774
H -3.97684 7.46749 -1.31656
H -4.66144 6.15479 -0.36746
H -4.37744 5.95109 -2.10526
H -1.71104 7.33609 -2.27496
H -2.00104 5.74479 -2.97996
H -0.63634 5.99199 -1.89286
H -0.46134 4.47559 0.11774
H 2.06906 3.80469 -0.11436
H 5.44686 1.46819 -1.21076
H 2.90296 -2.37881 -0.94166
H 4.51346 -2.95601 -1.39096
H 3.70076 -1.76571 -2.40766
H 3.43236 -1.45601 1.27074
H 4.89686 -0.49121 1.51074
H 5.02586 -2.21211 1.13034
H 6.06926 -0.53561 -2.02136
H 6.45246 -1.80951 -0.86856
H 6.50776 -0.13451 -0.34986
H 6.59286 3.35849 -0.64696
H 6.55256 4.83059 -1.60506
H 6.18036 3.29279 -2.37096
H 4.95906 4.36259 1.02164
H 3.57286 5.28469 0.43504
H 5.20606 5.82449 0.06404
H 3.96396 4.24149 -3.15926
H 4.43226 5.78359 -2.43306
H 2.87686 5.04939 -2.03306
H -4.48834 3.94709 -1.14736
H -6.12164 2.82709 -0.13966
H -6.83254 1.34269 -0.75076
H -6.07584 2.46369 -1.87506
H -4.85644 1.48379 1.47994
H -3.77364 0.19789 0.96984
H -5.52274 -0.02921 0.85134
H -4.66654 0.54209 -2.71216
H -5.45614 -0.53901 -1.55946
H -3.69214 -0.41661 -1.59926
C 1.88076 -4.65221 -2.08376
Si 0.10066 -4.04361 -1.72016
C -0.05284 -2.21831 -2.30336
C -1.08424 -5.14221 -2.71986
C -0.11264 -4.40341 0.15994
Te 0.84416 -2.88491 1.39394
C -0.15404 -3.52591 3.20294
Si 1.22056 -4.42371 4.18724
C 2.41066 -2.99461 4.61164
C 2.04136 -5.76671 3.11624
C 0.44286 -5.25521 5.71224
H 1.84686 -5.68541 -2.41246
H 2.53366 -4.61111 -1.21466
H 2.35046 -4.08941 -2.88326
H 0.92286 -1.73941 -2.39406
H -0.73304 -1.59611 -1.66656
H -0.50444 -2.21471 -3.29286
H -0.71774 -5.24561 -3.73516
H -2.08154 -4.72361 -2.76506
H -1.15504 -6.14011 -2.30106
H 0.33106 -5.36911 0.39964
H -1.16054 -4.44141 0.44224
H -1.01644 -4.14281 2.96384
H -0.48834 -2.63611 3.73424
H 2.57596 -2.37871 3.72484
H 3.37616 -3.33891 4.96324
H 1.99486 -2.35581 5.38554
H 2.40826 -5.34781 2.18264
H 1.34666 -6.56571 2.87894
H 2.87536 -6.21861 3.64174
H -0.15734 -4.57691 6.30894
H 1.21616 -5.65731 6.35744
H -0.19374 -6.08241 5.41114
C -5.23584 -3.81511 -0.32326
N -4.21814 -3.11071 0.42494
C -4.45674 -2.73681 1.71554
C -3.57134 -1.95981 2.41214
C -2.40174 -1.57171 1.73854
O -1.45914 -0.77381 2.13514
N -2.11424 -2.07361 0.49814
C -3.03034 -2.78121 -0.21626
O -2.79884 -3.13391 -1.36116
H -6.17864 -3.27241 -0.28056
H -5.38114 -4.81761 0.07944
H -4.90714 -3.88771 -1.35866
H -5.40184 -3.04941 2.12974
H -3.76754 -1.62501 3.41414
*
```

Atom charges from the Mulliken analysis, given in e for atoms 1 to 6: 0.889 -1.688 2.090 -2.141 -1.519 -0.381

---

Energy relative to the best compared isomer or geometry (same formula, charge and spin) per entry: 15.8 15.1 30.7 49.8 kcal per mole